The following is a quantum chemistry calculation of a cluster of 10 separate species, C9H36BF4N18O9 in total at a distorted geometry, from OMol25.

Positions of all 77 atoms, in Å:
1 B -7.6077 -1.6688 16.4651
2 F -7.9025 -0.5700 17.2751
3 F -6.5827 -1.2170 15.6790
4 F -7.0775 -2.7242 17.0860
5 F -8.6073 -2.1529 15.7149
6 C -5.9809 -5.7772 18.5136
7 O -4.9722 -5.5177 17.8190
8 N -7.1190 -5.2970 18.2913
9 N -5.8975 -6.6324 19.4522
10 H -7.3862 -4.5709 17.6420
11 H -7.7110 -5.4960 19.0850
12 H -6.7637 -7.0701 19.7319
13 H -5.0053 -7.1041 19.4923
14 C -10.9850 0.8605 17.3480
15 O -10.4659 1.7206 18.0741
16 N -12.1879 1.0070 16.8679
17 N -10.4178 -0.1829 16.8986
18 H -12.5702 0.2484 16.3215
19 H -12.7098 1.7864 17.2423
20 H -9.4504 -0.2671 17.1765
21 H -10.7598 -0.7745 16.1549
22 C -5.6449 -3.2955 13.0248
23 O -4.7097 -3.4088 13.8738
24 N -5.6036 -3.6397 11.7850
25 N -6.7426 -2.6510 13.3412
26 H -4.8108 -4.0764 11.3369
27 H -6.4507 -3.5528 11.2419
28 H -7.5820 -2.7978 12.7989
29 H -6.7402 -2.2730 14.2778
30 C -7.0593 2.9072 17.5363
31 O -6.4415 3.9062 17.2905
32 N -7.0044 1.8743 16.7558
33 N -7.7461 2.6859 18.6117
34 H -6.4902 1.9483 15.8896
35 H -7.2718 0.9500 17.0629
36 H -8.6247 2.2147 18.4498
37 H -7.7199 3.4179 19.3071
38 C -3.5375 -1.1215 17.9596
39 O -3.0380 -0.6644 16.9202
40 N -3.2958 -0.6078 19.1495
41 N -4.3519 -2.1062 18.0309
42 H -2.7521 0.2424 19.1901
43 H -3.7165 -1.0334 19.9631
44 H -4.8098 -2.3195 18.9055
45 H -4.8966 -2.3323 17.2110
46 C -10.1271 -3.4107 18.8571
47 O -11.1841 -3.7533 19.3895
48 N -9.8236 -3.5802 17.6114
49 N -9.1259 -2.8814 19.4386
50 H -10.6536 -3.6631 17.0419
51 H -9.1008 -3.0252 17.1758
52 H -9.2454 -2.5404 20.3818
53 H -8.3412 -2.4332 18.9876
54 C -8.2302 0.9064 13.2205
55 O -8.4518 1.8692 12.4994
56 N -7.0739 0.6003 13.6677
57 N -9.1448 0.1162 13.7318
58 H -6.8990 -0.1869 14.2759
59 H -6.3447 1.2961 13.7330
60 H -10.0994 0.4360 13.6504
61 H -8.9786 -0.4996 14.5149
62 C -9.7811 -5.0187 14.1754
63 O -10.1996 -6.0784 13.8424
64 N -10.3675 -3.9145 13.8924
65 N -8.7029 -4.8689 14.8715
66 H -11.1295 -4.1035 13.2570
67 H -10.0255 -2.9888 14.1073
68 H -8.5113 -3.9722 15.2951
69 H -8.1436 -5.6866 15.0681
70 C -6.1105 -0.9611 21.0090
71 O -5.2004 -1.7478 21.1899
72 N -6.5800 -0.5766 19.8402
73 N -6.8299 -0.5330 21.9728
74 H -6.1124 -0.8699 18.9944
75 H -7.4769 -0.1173 19.9091
76 H -6.6616 -0.7359 22.9478
77 H -7.6431 0.0504 21.8368

Results
E	-66720.717	eV
2S+1	2
HOMO energy (spin up / spin down)	-9.35 / -9.35	eV
orbital gap (spin up / spin down)	9.1 / 3.2	eV
⟨S²⟩	0.7535
maximum force	8.15	eV/A

For reference, the Mulliken charges in units of e are: 0.771, 0.177, -0.915, 0.156, -0.075, 0.602, -0.728, -0.163, -0.423, -0.147, 0.220, 0.189, 0.290, 0.684, -0.843, -0.411, 0.167, 0.159, 0.281, -0.281, 0.119, 0.595, -0.713, -0.339, -0.058, 0.266, 0.146, 0.272, -0.168, 0.405, -0.721, -0.088, -0.170, 0.040, 0.174, 0.151, 0.266, 0.993, -0.187, -0.298, -0.092, 0.219, 0.254, 0.294, -0.065, 0.450, -0.749, 0.152, -0.031, 0.247, -0.389, 0.201, -0.016, 0.525, -0.722, -0.250, -0.214, 0.001, 0.245, 0.208, -0.034, 0.465, -0.710, -0.252, -0.078, 0.213, 0.066, -0.160, 0.147, 0.648, -0.794, -0.019, -0.361, -0.389, 0.221, 0.252, 0.124

***

The following is a quantum chemistry calculation of a cluster of 2 separate species, C9H11BrO2P in total, from OMol25.

Positions of all 24 atoms, in Å:
1 O -0.6514 0.0425 2.7464
2 C -0.5322 0.1862 1.5524
3 C -0.4310 1.5172 0.8925
4 P -1.9912 2.0834 0.1186
5 Br -1.9334 1.1097 -1.8916
6 C -0.4506 -1.0164 0.6573
7 C -1.5979 -1.7209 0.2686
8 C -1.4806 -2.8229 -0.5804
9 C -0.2190 -3.2231 -1.0411
10 C 0.9287 -2.5238 -0.6503
11 C 0.8148 -1.4192 0.1969
12 H 0.2670 1.5013 0.0526
13 H -0.0928 2.2768 1.5889
14 H -2.8750 1.1616 0.7397
15 H -2.5586 -1.3855 0.6327
16 H -2.3683 -3.3511 -0.8990
17 H -0.1359 -4.0744 -1.7027
18 H 1.9052 -2.8082 -1.0155
19 H 1.6866 -0.8521 0.4932
20 C 2.3211 3.0725 -0.4427
21 O 1.1009 3.3162 -0.9444
22 H 3.1845 3.3483 -1.1040
23 H 2.5660 3.5980 0.5258
24 H 2.5430 1.9838 -0.1941

Results
E	-92937.540	eV
HOMO energy	-2.71	eV
orbital gap	5.7	eV
total charge	-1
maximum force	0.81	eV/A

For reference, the Mulliken charges in units of e are: -0.580, -0.048, -0.377, 0.035, -0.181, 0.588, -0.164, -0.578, -0.407, -0.564, -0.227, 0.103, 0.485, 0.011, 0.349, 0.360, 0.367, 0.374, 0.342, -0.514, -0.779, 0.267, 0.137, 0.002

***

The following is a quantum chemistry calculation of a structure of composition C24H19BBaN3O7S, from OMol25.

Positions of all 56 atoms, in Å:
1 Ba 0.0407 -0.4842 -0.0779
2 O -0.2213 1.9663 2.2407
3 C -1.0186 1.0338 2.1481
4 O -1.8027 0.8114 1.1568
5 C -1.0183 -0.0245 3.2790
6 C -1.8986 -1.2317 2.9508
7 C -2.2024 -2.0612 4.2062
8 C -0.8613 -2.8061 4.4173
9 C -0.0136 -2.2001 3.2967
10 O -0.9765 -2.0777 2.2288
11 C 0.3448 -0.7366 3.6234
12 C 1.6658 -0.3354 2.9140
13 O 2.5062 0.2602 3.5786
14 O 1.8029 -0.7631 1.7103
15 H -1.3754 0.4945 4.1715
16 H -2.7462 -0.9964 2.3166
17 H -2.4752 -1.4256 5.0495
18 H -3.0220 -2.7560 4.0240
19 H -0.4205 -2.6389 5.3999
20 H -0.9785 -3.8798 4.2678
21 H 0.8267 -2.7963 2.9539
22 H 0.5436 -0.6226 4.6884
23 N 2.2608 0.9228 -4.3112
24 C 3.3984 0.2318 -3.9381
25 C 4.5501 -0.1323 -4.6254
26 C 5.5012 -0.8311 -3.9059
27 C 5.3138 -1.1525 -2.5522
28 C 4.1667 -0.7893 -1.8756
29 C 3.1970 -0.0893 -2.5901
30 N 1.9671 0.3862 -2.1712
31 C 1.4500 0.9770 -3.2125
32 C 0.1494 1.6434 -3.1795
33 C -0.4937 2.3134 -4.1740
34 S -1.9810 2.9235 -3.5863
35 C -1.6430 2.2425 -2.0472
36 N -0.5169 1.6140 -1.9824
37 H 2.0483 1.2800 -5.2242
38 H 4.6988 0.1126 -5.6691
39 H 6.4146 -1.1386 -4.3986
40 H 6.0892 -1.6976 -2.0304
41 H 4.0141 -1.0228 -0.8291
42 H -0.1873 2.4713 -5.1946
43 H -2.3154 2.3223 -1.2030
44 O -2.3153 -2.2812 -3.1307
45 B -0.9716 -2.3963 -2.6036
46 O -0.3340 -3.3712 -3.4560
47 C -1.2284 -3.7784 -4.3927
48 C -1.0650 -4.6862 -5.4171
49 C -2.1604 -4.9156 -6.2532
50 C -3.3651 -4.2530 -6.0556
51 C -3.5208 -3.3352 -5.0140
52 C -2.4339 -3.1154 -4.1950
53 H -0.1219 -5.1972 -5.5613
54 H -2.0681 -5.6229 -7.0683
55 H -4.1983 -4.4512 -6.7186
56 H -4.4548 -2.8136 -4.8494

Results
E	-56211.256	eV
HOMO energy	-3.97	eV
orbital gap	5.9	eV
energy above the lowest of the compared OMol25 structures with the same formula, charge and spin	9.3	kcal/mol
total charge	-1
maximum force	0.76	eV/A

For reference, the Mulliken charges in units of e are: 1.745, -0.691, -0.347, -0.776, 0.132, 0.168, -0.889, -0.885, -0.050, -0.586, 0.160, 0.129, -0.764, -0.743, 0.360, 0.663, 0.327, 0.334, 0.368, 0.329, 0.581, 0.417, 0.056, 0.558, -1.194, -0.357, -0.554, -0.730, 0.467, -0.101, 0.155, -0.506, -0.200, -0.198, -0.289, 0.171, 0.186, 0.371, 0.364, 0.397, 0.524, 0.350, 0.482, -0.766, 0.403, -0.823, 0.668, -0.889, -0.437, -0.428, -0.878, 0.665, 0.418, 0.353, 0.353, 0.423

***

The following is a quantum chemistry calculation of a cluster of 2 separate species, C3H7NO3 in total at a distorted geometry, from OMol25.

Positions of all 14 atoms, in Å:
1 C 1.3290 -0.0992 0.1020
2 C -0.1662 1.2588 -0.5068
3 N -1.3528 0.7382 0.0439
4 C -1.5732 -0.5776 0.1575
5 O 1.2819 -0.5639 1.3854
6 O 1.7167 -0.9569 -0.8749
7 O -0.7228 -1.3915 -0.2451
8 H 0.9056 -1.4573 1.3889
9 H 0.9381 -1.4825 -1.1458
10 H -1.9379 1.3653 0.5731
11 H 2.0204 0.7404 0.1140
12 H -0.0260 2.3066 -0.2742
13 H -0.0158 0.9723 -1.5424
14 H -2.3969 -0.8527 0.8244

Results
E	-10855.073	eV
HOMO energy	-8.09	eV
orbital gap	8.8	eV
energy above the lowest of the compared OMol25 structures with the same formula, charge and spin	76.0	kcal/mol
maximum force	3.70	eV/A

For reference, the Mulliken charges in units of e are: -0.111, -0.649, -0.080, -0.051, -0.474, -0.520, -0.653, 0.367, 0.463, 0.248, 0.413, 0.393, 0.272, 0.383

***

The following is a quantum chemistry calculation of a cluster of 4 separate species, C3H13NO3 in total at a distorted geometry, from OMol25.

Positions of all 20 atoms, in Å:
1 C -2.7042 -0.5167 -0.9842
2 C -1.3675 -1.0747 -0.5530
3 C -1.0423 -1.1500 0.7823
4 N 0.3020 -1.3201 1.2690
5 H -3.4741 -1.3093 -1.0045
6 H -3.0090 0.2015 -0.3221
7 H -2.6802 0.0381 -1.9264
8 H -0.6037 -1.2192 -1.2991
9 H -1.7360 -1.0222 1.5759
10 H 0.2765 -1.9617 2.1371
11 H 0.9267 -1.7456 0.6614
12 O 2.2078 -0.9196 -0.8197
13 H 2.0840 -0.0726 -0.4010
14 H 2.8159 -0.7175 -1.5604
15 O -0.4208 2.0344 0.3465
16 H -0.8505 1.1350 0.1426
17 H -0.6274 2.1529 1.3189
18 O 2.1835 2.0243 -0.0216
19 H 2.4209 2.9462 0.2522
20 H 1.2630 2.1504 0.0302

Results
structure (SMILES)	C/C=C/N.O.O.O
E	-10953.633	eV
HOMO energy	-8.32	eV
orbital gap	9.1	eV
energy above the lowest of the compared OMol25 structures with the same formula, charge and spin	26.3	kcal/mol
maximum force	4.55	eV/A

For reference, the Mulliken charges in units of e are: -1.043, -0.227, -0.362, -0.448, 0.322, 0.349, 0.336, 0.325, 0.347, 0.234, 0.235, -0.627, 0.352, 0.287, -0.791, 0.323, 0.351, -0.667, 0.314, 0.389

***

The following is a quantum chemistry calculation of the molecule C3H3FI4 at a distorted geometry, from OMol25.

Positions of all 11 atoms, in Å:
1 C -0.0005 0.2625 -0.4709
2 C 1.2082 -0.3857 -1.0201
3 C 1.5121 -1.4933 -1.6564
4 F 2.7049 -1.7033 -2.1942
5 I 4.7110 -0.5173 1.6320
6 I 3.0770 0.7864 -0.4365
7 I 0.1021 -2.9835 -2.0511
8 I 2.2352 2.5982 -2.5489
9 H -0.2105 -0.1402 0.4846
10 H -0.7029 0.1826 -1.3003
11 H 0.1755 1.2560 -0.5219

Results
E	-38277.373	eV
HOMO energy (spin up / spin down)	-8.66 / -8.66	eV
orbital gap (spin up / spin down)	6.3 / 6.3	eV
maximum force	3.49	eV/A

For reference, the Mulliken charges in units of e are: -1.168, 0.131, 0.129, -0.215, -0.334, 0.472, 0.136, -0.316, 0.320, 0.445, 0.401